# 1
ORCA calculation (ωB97M-V/def2-TZVPD) on 6 unconnected molecules or ions with the total composition H12O5S at a distorted geometry.

Its charge is -1. The LUMO energy (alpha / beta) is 2.63 / 2.55 eV. The spin multiplicity is 2. As for the expectation value of S²: 0.7506. Its gap between HOMO and LUMO (alpha / beta) is 2.026 / 9.786 eV.

Each line ends with the Löwdin spin population.
Cartesian coordinates (Å):
S1 -0.34 0.51 -4.77  0.091
H1 -0.48 1.57 -5.50  0.008
H2 -0.07 -0.24 -5.89  0.010
H3 -2.04 -0.47 0.85  0.010
H4 -1.50 0.98 1.20  0.014
O1 -2.10 0.24 1.58  0.040
H5 2.09 0.47 2.77  0.089
H6 3.02 0.52 1.59  0.117
O2 2.19 0.96 1.86  0.265
H7 0.64 1.73 -0.78  0.029
H8 1.09 1.29 0.85  0.027
O3 0.42 1.20 -0.04  0.123
H9 -0.88 -0.89 3.04  0.010
H10 -0.22 -1.78 2.02  0.012
O4 -0.15 -1.69 2.98  0.056
H11 0.08 -0.94 -0.46  0.030
H12 -1.03 -1.97 -1.04  0.013
O5 -0.71 -1.48 -0.27  0.057

***

# 2
ORCA calculation (ωB97M-V/def2-TZVPD) on a molecular structure, C19H16N3S2Tl at a distorted geometry.

The LUMO energy is -0.21 eV. Its gap between HOMO and LUMO is 6.852 eV.

Each line ends with the natural charge from an NBO analysis.
Cartesian coordinates (Å):
Tl1 0.00 0.44 0.15  0.543
S1 -4.36 -1.11 -1.00  0.377
C1 -3.43 -2.58 -0.98  -0.246
C2 -3.87 -3.89 -0.94  -0.200
C3 -2.92 -4.89 -0.92  -0.218
C4 -1.56 -4.59 -0.93  -0.212
C5 -1.12 -3.29 -0.96  -0.230
C6 -2.06 -2.26 -0.97  0.191
N1 -1.79 -0.92 -0.96  -0.542
C7 -2.86 -0.18 -0.97  0.127
C8 -2.88 1.25 -0.94  -0.125
C9 -4.12 1.91 -0.96  -0.197
C10 -4.18 3.28 -0.94  -0.241
C11 -2.99 4.01 -0.96  -0.191
C12 -1.77 3.35 -0.93  -0.265
C13 -1.64 1.95 -0.88  -0.359
H1 -4.93 -4.11 -0.93  0.220
H2 -3.24 -5.92 -0.87  0.215
H3 -0.84 -5.40 -0.93  0.214
H4 -0.07 -3.05 -0.97  0.221
H5 -5.04 1.32 -0.96  0.200
H6 -5.13 3.79 -0.92  0.210
H7 -3.03 5.09 -0.98  0.206
H8 -0.87 3.96 -0.95  0.200
C14 4.12 -1.69 2.09  -0.658
C15 3.92 -0.37 1.42  0.314
C16 4.14 0.85 2.00  -0.361
C17 3.89 2.01 1.24  0.340
N2 3.43 1.95 0.01  -0.496
C18 3.09 0.77 -0.52  0.262
S2 2.23 0.63 -1.94  -0.198
N3 3.42 -0.39 0.17  -0.540
C19 4.07 3.37 1.82  -0.655
H9 4.57 -1.57 3.07  0.238
H10 4.75 -2.34 1.49  0.236
H11 3.15 -2.18 2.21  0.245
H12 4.49 0.92 3.02  0.229
H13 3.17 -1.27 -0.28  0.436
H14 4.52 3.33 2.80  0.214
H15 3.09 3.84 1.89  0.250
H16 4.66 3.99 1.15  0.247

***

# 3
ORCA calculation (ωB97M-V/def2-TZVPD) on 2 unconnected molecules or ions with the total composition CH3ClNO2S at a distorted geometry.

Its charge is -1. The LUMO energy (alpha / beta) is 3.07 / 3.07 eV. Its gap between HOMO and LUMO (alpha / beta) is 6.330 / 6.335 eV.

Each line ends with the natural charge from an NBO analysis.
Cartesian coordinates (Å):
C1 0.61 2.47 -0.36  -0.277
N1 -1.51 -1.02 0.28  -1.094
O1 1.01 -1.14 1.26  -1.023
O2 0.71 -1.51 -1.15  -1.056
S1 0.26 -0.77 0.06  1.651
Cl1 1.28 2.32 1.18  0.018
H1 1.39 2.46 -1.16  0.097
H2 -1.95 -0.82 -0.58  0.351
H3 -1.80 -1.99 0.47  0.332

***

# 4
ORCA calculation (ωB97M-V/def2-TZVPD) on 7 unconnected molecules or ions with the total composition C37H41N7O3.

The LUMO energy is 0.70 eV. Its gap between HOMO and LUMO is 9.933 eV.

Each line ends with the Löwdin charge.
Cartesian coordinates (Å):
C1 1.31 -1.27 1.20  0.016
C2 1.42 0.21 0.97  -0.511
O1 1.72 0.97 1.84  0.113
O2 1.29 0.69 -0.30  -0.001
C3 0.26 0.17 -1.15  -0.143
C4 0.80 -0.04 -2.56  -0.185
C5 1.64 -1.33 -2.77  -0.115
C6 3.09 -0.83 -2.67  -0.156
N1 2.95 0.48 -3.34  0.091
C7 1.78 1.07 -2.92  -0.434
O3 1.57 2.27 -2.85  0.057
H1 0.54 -1.46 1.95  0.101
H2 2.26 -1.63 1.62  0.073
H3 1.10 -1.86 0.30  0.063
H4 -0.15 -0.77 -0.77  0.106
H5 -0.57 0.89 -1.18  0.123
H6 -0.02 -0.03 -3.28  0.138
H7 1.39 -2.14 -2.08  0.111
H8 1.45 -1.72 -3.77  0.116
H9 3.35 -0.68 -1.62  0.118
H10 3.84 -1.45 -3.16  0.116
H11 3.76 1.10 -3.37  0.144
N2 5.64 5.66 -2.61  0.046
C8 4.47 5.07 -2.79  -0.160
C9 3.77 4.40 -1.80  -0.069
C10 4.34 4.34 -0.53  -0.071
C11 5.56 4.95 -0.32  -0.079
C12 6.17 5.59 -1.39  -0.167
H12 4.06 5.13 -3.80  0.100
H13 2.82 3.93 -2.01  0.073
H14 3.83 3.83 0.27  0.108
H15 6.04 4.93 0.65  0.098
H16 7.13 6.08 -1.26  0.099
N3 -2.52 -0.79 -2.31  0.053
C13 -2.95 -0.96 -3.55  -0.154
C14 -4.13 -0.40 -4.04  -0.065
C15 -4.89 0.37 -3.19  -0.072
C16 -4.46 0.55 -1.88  -0.063
C17 -3.27 -0.05 -1.49  -0.158
H17 -2.33 -1.58 -4.19  0.103
H18 -4.43 -0.57 -5.07  0.102
H19 -5.82 0.82 -3.53  0.093
H20 -5.02 1.15 -1.18  0.103
H21 -2.90 0.07 -0.48  0.103
N4 -2.66 5.66 -4.26  0.045
C18 -1.93 4.65 -3.78  -0.156
C19 -0.56 4.71 -3.58  -0.060
C20 0.09 5.89 -3.91  -0.073
C21 -0.65 6.95 -4.41  -0.078
C22 -2.01 6.78 -4.56  -0.167
H22 -2.48 3.75 -3.53  0.097
H23 -0.02 3.86 -3.19  0.073
H24 1.16 5.98 -3.77  0.098
H25 -0.18 7.88 -4.68  0.098
H26 -2.63 7.59 -4.95  0.099
N5 2.85 -3.88 3.09  0.046
C23 3.13 -3.10 4.13  -0.158
C24 3.10 -3.53 5.45  -0.067
C25 2.75 -4.84 5.70  -0.075
C26 2.45 -5.67 4.63  -0.073
C27 2.51 -5.14 3.35  -0.159
H27 3.40 -2.07 3.89  0.102
H28 3.34 -2.85 6.25  0.102
H29 2.73 -5.21 6.72  0.074
H30 2.17 -6.70 4.78  0.099
H31 2.29 -5.76 2.49  0.100
N6 3.77 -5.44 9.04  0.049
C28 4.73 -4.91 9.80  -0.149
C29 4.87 -5.19 11.15  -0.071
C30 3.98 -6.06 11.75  -0.079
C31 2.98 -6.63 10.97  -0.072
C32 2.92 -6.28 9.63  -0.155
H32 5.41 -4.23 9.30  0.105
H33 5.67 -4.73 11.72  0.102
H34 4.06 -6.31 12.80  0.106
H35 2.26 -7.31 11.39  0.101
H36 2.15 -6.70 8.99  0.102
N7 -8.42 -0.35 -3.67  0.050
C33 -8.85 -0.51 -4.92  -0.156
C34 -10.02 0.06 -5.41  -0.073
C35 -10.78 0.84 -4.56  -0.080
C36 -10.35 1.01 -3.25  -0.073
C37 -9.17 0.40 -2.86  -0.157
H37 -8.23 -1.13 -5.56  0.103
H38 -10.32 -0.10 -6.44  0.101
H39 -11.70 1.30 -4.90  0.105
H40 -10.91 1.61 -2.55  0.101
H41 -8.79 0.51 -1.85  0.103

***

# 5
ORCA calculation (ωB97M-V/def2-TZVPD) on a molecular structure, C32H27ClN6O8Rb.

Its charge is -1. The LUMO energy is 0.86 eV. Its gap between HOMO and LUMO is 4.701 eV.

Each line ends with the Löwdin charge.
Cartesian coordinates (Å):
Rb1 -0.47 -0.62 -2.29  0.931
O1 4.14 -3.37 -2.56  0.100
C1 4.46 -2.88 -1.39  -0.531
O2 5.61 -2.69 -1.05  0.040
C2 3.33 -2.60 -0.45  -0.049
C3 3.48 -2.00 0.79  -0.570
Cl1 4.90 -1.53 1.61  0.806
N1 2.25 -1.86 1.34  -0.066
N2 1.30 -2.37 0.53  0.181
C4 1.92 -2.82 -0.53  -0.121
C5 1.08 -3.36 -1.68  -0.626
O3 1.70 -3.61 -2.74  0.019
O4 -0.14 -3.44 -1.51  -0.067
C6 1.85 -1.31 2.59  -0.196
C7 0.76 -1.89 3.23  -0.008
C8 0.33 -1.37 4.44  -0.080
C9 0.98 -0.28 5.01  -0.099
C10 2.05 0.30 4.35  -0.089
C11 2.48 -0.20 3.13  -0.056
H1 3.12 -3.51 -2.65  0.033
H2 0.26 -2.73 2.76  0.117
H3 -0.52 -1.82 4.94  0.104
H4 0.64 0.12 5.96  0.099
H5 2.55 1.16 4.77  0.106
H6 3.30 0.27 2.60  0.080
O5 3.77 5.72 1.50  0.073
N3 4.15 4.72 0.92  -0.343
O6 5.29 4.52 0.57  0.075
C12 3.15 3.67 0.66  -0.079
C13 2.16 3.57 1.57  0.064
C14 1.18 2.54 1.47  -0.143
C15 0.16 2.37 2.42  -0.011
C16 -0.72 1.33 2.28  -0.039
C17 -0.57 0.47 1.17  -0.122
N4 0.36 0.63 0.26  0.088
C18 1.24 1.64 0.39  -0.153
C19 2.28 1.79 -0.61  -0.136
N5 2.25 0.94 -1.66  0.108
C20 3.18 1.04 -2.57  -0.103
C21 4.20 2.00 -2.54  -0.028
C22 4.23 2.89 -1.49  0.006
C23 3.26 2.79 -0.48  -0.065
H7 2.12 4.27 2.40  0.131
H8 0.09 3.05 3.26  0.121
H9 -1.51 1.15 3.00  0.114
H10 -1.24 -0.37 1.02  0.094
H11 3.14 0.32 -3.39  0.122
H12 4.93 2.05 -3.32  0.110
H13 5.00 3.64 -1.44  0.105
O7 -1.98 -2.28 0.13  -0.130
C24 -3.31 -2.74 0.14  -0.269
C25 -3.97 -2.83 -1.23  -0.160
C26 -3.97 -1.54 -2.06  -0.152
C27 -4.33 -0.31 -1.28  -0.290
C28 -5.66 0.04 -1.07  -0.021
C29 -5.96 1.18 -0.34  -0.079
C30 -4.92 1.95 0.15  -0.077
C31 -3.62 1.52 -0.10  -0.134
N6 -3.32 0.42 -0.78  0.135
H14 -1.37 -2.89 -0.33  0.036
H15 -3.87 -2.03 0.76  0.113
H16 -3.38 -3.72 0.63  0.113
H17 -5.00 -3.16 -1.06  0.108
H18 -3.49 -3.62 -1.82  0.116
H19 -4.69 -1.64 -2.89  0.117
H20 -3.01 -1.37 -2.54  0.047
H21 -6.44 -0.57 -1.49  0.113
H22 -6.99 1.47 -0.17  0.100
H23 -5.09 2.86 0.71  0.094
H24 -2.78 2.10 0.26  0.098
C32 -3.27 0.97 -4.45  -0.441
O8 -2.16 0.35 -3.97  -0.603
H25 -3.36 0.97 -5.56  0.041
H26 -3.36 2.04 -4.15  0.043
H27 -4.23 0.51 -4.10  0.037

***

# 6
ORCA calculation (ωB97M-V/def2-TZVPD) on 4 unconnected molecules or ions with the total composition C8H16Br8.

The LUMO energy is 0.40 eV. Its gap between HOMO and LUMO is 10.446 eV.

Each line ends with the natural charge from an NBO analysis.
Cartesian coordinates (Å):
Br1 -2.36 -1.41 0.41  -0.018
C1 -3.87 -0.88 1.50  -0.443
C2 -5.13 -1.60 1.04  -0.462
Br2 -6.47 -1.46 2.40  0.010
H1 -3.97 0.19 1.42  0.228
H2 -3.63 -1.15 2.53  0.229
H3 -4.94 -2.66 0.88  0.228
H4 -5.52 -1.19 0.12  0.229
Br3 -0.20 2.45 -3.27  -0.011
C3 0.98 1.19 -2.36  -0.445
C4 0.24 0.57 -1.20  -0.447
Br4 1.30 -0.89 -0.49  -0.009
H5 1.86 1.72 -2.04  0.222
H6 1.25 0.44 -3.10  0.232
H7 -0.73 0.17 -1.50  0.233
H8 0.10 1.27 -0.38  0.226
Br5 1.34 6.27 -2.06  -0.001
C5 2.32 4.81 -1.27  -0.451
C6 3.79 5.16 -1.19  -0.444
Br6 4.71 3.72 -0.28  -0.009
H9 2.17 3.95 -1.91  0.220
H10 1.90 4.65 -0.28  0.227
H11 3.95 6.07 -0.61  0.228
H12 4.24 5.27 -2.17  0.227
Br7 2.52 -5.16 3.04  -0.004
C7 0.73 -5.03 2.35  -0.459
C8 0.64 -4.05 1.21  -0.449
Br8 1.47 -4.72 -0.42  -0.013
H13 0.11 -4.70 3.17  0.229
H14 0.46 -6.04 2.06  0.230
H15 1.15 -3.12 1.45  0.231
H16 -0.40 -3.85 0.98  0.233

***

Here are the calculated electronic energy numbers, same order: -781.5175; -1866.7501; -1103.4185; -2043.5092; -2650.4327; -20906.5433 (a.u.).
Here are the calculated ΔE to the lowest compared entry with this formula, charge and spin numbers, same order: 23.35; 10.19; 99.10; 0.00; 18.14; 3.81 (kcal/mol).